{
  "formula": "C42H112O14",
  "method": "ωB97M-V with the def2-TZVPD basis set",
  "species": ["C", "C", "C", "O", "H", "H", "H", "H", "H", "H", "H", "H", "C", "C", "C", "O", "H", "H", "H", "H", "H", "H", "H", "H", "C", "C", "C", "O", "H", "H", "H", "H", "H", "H", "H", "H", "C", "C", "C", "O", "H", "H", "H", "H", "H", "H", "H", "H", "C", "C", "C", "O", "H", "H", "H", "H", "H", "H", "H", "H", "C", "C", "C", "O", "H", "H", "H", "H", "H", "H", "H", "H", "C", "C", "C", "O", "H", "H", "H", "H", "H", "H", "H", "H", "C", "C", "C", "O", "H", "H", "H", "H", "H", "H", "H", "H", "C", "C", "C", "O", "H", "H", "H", "H", "H", "H", "H", "H", "C", "C", "C", "O", "H", "H", "H", "H", "H", "H", "H", "H", "C", "C", "C", "O", "H", "H", "H", "H", "H", "H", "H", "H", "C", "C", "C", "O", "H", "H", "H", "H", "H", "H", "H", "H", "C", "C", "C", "O", "H", "H", "H", "H", "H", "H", "H", "H", "C", "C", "C", "O", "H", "H", "H", "H", "H", "H", "H", "H"],
  "positions_angstrom": [[2.402, 4.765, 0.660], [1.292, 3.626, 0.521], [-0.014, 4.155, -0.015], [1.821, 2.761, -0.364], [2.929, 5.034, -0.255], [3.262, 4.482, 1.265], [2.061, 5.674, 1.155], [1.234, 3.106, 1.477], [-0.584, 3.293, -0.362], [0.194, 4.861, -0.819], [-0.529, 4.770, 0.722], [1.544, 3.052, -1.237], [2.848, -0.645, -2.892], [3.526, -1.044, -4.232], [2.673, -0.914, -5.455], [4.583, -0.123, -4.411], [2.613, 0.417, -2.812], [3.392, -0.927, -1.991], [1.912, -1.194, -2.785], [3.851, -2.076, -4.100], [1.961, -1.726, -5.600], [3.290, -0.810, -6.348], [2.057, -0.021, -5.351], [5.019, -0.485, -5.186], [3.946, 2.171, 5.956], [3.906, 1.638, 4.538], [2.710, 0.708, 4.178], [3.906, 2.702, 3.611], [4.050, 1.326, 6.636], [3.086, 2.797, 6.196], [4.809, 2.787, 6.209], [4.778, 1.012, 4.350], [1.733, 1.136, 4.401], [2.778, -0.161, 4.832], [2.852, 0.279, 3.186], [3.963, 2.274, 2.754], [5.032, 1.825, -1.046], [4.731, 1.033, 0.247], [5.960, 0.694, 1.122], [3.787, 1.725, 0.974], [5.501, 2.784, -0.827], [4.128, 1.940, -1.644], [5.625, 1.220, -1.733], [4.280, 0.076, -0.016], [5.756, 0.010, 1.946], [6.491, 1.581, 1.469], [6.727, 0.164, 0.557], [2.993, 1.914, 0.468], [-5.984, 1.963, 0.639], [-4.862, 1.641, 1.629], [-3.484, 1.726, 1.087], [-4.938, 2.539, 2.684], [-6.048, 1.095, -0.017], [-5.762, 2.896, 0.122], [-6.933, 1.972, 1.175], [-4.896, 0.623, 2.017], [-2.658, 1.468, 1.750], [-3.314, 2.764, 0.799], [-3.361, 1.043, 0.246], [-4.913, 3.432, 2.332], [-3.821, 2.297, -2.933], [-4.051, 0.794, -3.053], [-5.511, 0.308, -3.085], [-3.385, 0.319, -4.204], [-2.778, 2.604, -2.848], [-4.363, 2.825, -2.149], [-4.083, 2.861, -3.829], [-3.630, 0.321, -2.165], [-5.495, -0.782, -3.078], [-5.898, 0.657, -4.043], [-6.060, 0.656, -2.210], [-3.796, 0.786, -4.935], [0.263, 4.385, -4.775], [0.156, 3.266, -3.737], [-0.012, 1.871, -4.418], [1.356, 3.277, -3.030], [-0.705, 4.718, -5.148], [0.930, 4.206, -5.618], [0.646, 5.291, -4.307], [-0.677, 3.352, -3.040], [0.632, 1.777, -5.292], [-1.025, 1.657, -4.759], [0.332, 1.085, -3.746], [2.027, 3.107, -3.695], [-1.541, -1.778, 4.556], [-2.816, -0.971, 4.654], [-4.063, -1.843, 4.765], [-2.674, -0.286, 5.866], [-1.477, -2.344, 5.485], [-0.634, -1.181, 4.468], [-1.551, -2.477, 3.719], [-2.834, -0.228, 3.857], [-4.971, -1.240, 4.734], [-4.057, -2.461, 5.663], [-4.087, -2.566, 3.950], [-3.414, 0.325, 5.899], [-0.920, -2.274, -4.746], [-2.223, -2.979, -4.792], [-2.225, -4.477, -4.348], [-2.994, -2.331, -3.827], [-1.006, -1.190, -4.815], [-0.377, -2.543, -5.653], [-0.369, -2.391, -3.813], [-2.709, -2.859, -5.761], [-1.435, -5.024, -4.861], [-3.153, -4.938, -4.686], [-2.103, -4.591, -3.271], [-2.863, -1.382, -3.893], [2.819, -3.586, 4.195], [2.451, -2.857, 2.889], [3.620, -2.723, 2.004], [1.501, -3.558, 2.102], [3.514, -4.423, 4.125], [1.966, -4.022, 4.715], [3.342, -2.933, 4.892], [2.061, -1.922, 3.292], [3.321, -2.237, 1.075], [4.041, -3.667, 1.658], [4.409, -2.110, 2.439], [1.230, -2.965, 1.397], [2.984, -4.577, -1.223], [1.909, -5.656, -1.657], [0.771, -5.063, -2.560], [2.551, -6.675, -2.381], [3.606, -4.350, -2.089], [3.625, -4.999, -0.450], [2.621, -3.603, -0.892], [1.508, -6.147, -0.770], [-0.030, -5.788, -2.704], [1.215, -4.799, -3.520], [0.343, -4.189, -2.070], [1.870, -7.328, -2.562], [-2.259, -3.548, 0.929], [-2.912, -3.452, -0.424], [-4.106, -2.547, -0.494], [-1.993, -2.861, -1.294], [-1.431, -4.256, 0.976], [-2.975, -3.812, 1.707], [-1.766, -2.660, 1.324], [-3.226, -4.414, -0.826], [-3.858, -1.570, -0.078], [-4.906, -2.830, 0.189], [-4.626, -2.475, -1.450], [-2.467, -2.743, -2.120], [-2.575, 4.522, 4.675], [-1.088, 4.281, 4.454], [-0.832, 2.950, 3.728], [-0.491, 5.363, 3.790], [-3.002, 3.846, 5.416], [-3.142, 4.374, 3.756], [-2.704, 5.543, 5.034], [-0.639, 4.259, 5.446], [-1.408, 2.080, 4.045], [0.221, 2.669, 3.722], [-1.090, 3.037, 2.673], [0.464, 5.279, 3.833], [-0.088, -0.087, -1.044], [0.692, -0.652, 0.092], [0.110, -0.149, 1.413], [0.419, -2.018, 0.067], [-1.132, -0.181, -0.747], [-0.054, -0.629, -1.989], [0.016, 0.993, -1.156], [1.767, -0.482, 0.038], [0.631, -0.481, 2.311], [-0.940, -0.361, 1.615], [0.322, 0.918, 1.338], [-0.448, -2.170, -0.315]],
  "forces_ev_per_angstrom": [[-0.189, 0.079, 1.036], [1.569, 3.264, 1.514], [0.059, 0.535, 0.590], [0.318, -2.625, -1.786], [-0.778, -0.055, -0.592], [-0.251, -0.698, 0.357], [-0.379, 0.142, -0.172], [-0.419, 0.161, 0.194], [-0.454, 0.208, 0.014], [0.044, -0.251, -0.415], [-0.295, -0.369, 0.180], [0.365, -0.261, -0.851], [-0.503, -0.643, -0.479], [-0.674, 0.604, 1.735], [-1.300, 0.019, -0.093], [0.835, -0.373, 0.081], [0.079, 0.110, -0.288], [0.535, 0.016, -0.271], [-0.197, -0.021, -0.171], [0.468, -0.121, -0.130], [0.134, -0.233, 0.030], [-0.038, -0.116, -0.046], [0.112, 0.223, -0.196], [0.602, 0.462, -0.140], [0.115, -0.195, 0.205], [-0.755, -0.333, -0.714], [0.859, -0.372, 1.533], [0.209, 0.575, 0.523], [-0.494, -0.054, 0.161], [-0.273, -0.294, 0.002], [0.233, 0.077, -0.635], [0.464, -0.031, 0.215], [0.016, 0.247, -0.524], [-0.026, -0.240, 0.260], [-0.333, 0.543, -0.247], [-0.084, 0.165, -0.810], [0.175, -1.109, 0.013], [0.804, -0.508, -0.919], [0.225, 0.225, -0.627], [0.049, 0.416, 2.259], [-0.042, -0.031, -0.083], [-0.299, 0.415, 0.396], [0.587, 0.085, 0.166], [0.099, -0.394, -0.401], [-0.439, 0.317, 0.174], [-0.338, 0.204, 0.286], [-0.178, -0.076, -0.477], [-0.167, 0.140, -0.688], [0.544, -1.470, 0.416], [0.080, -0.143, -0.049], [1.035, 0.142, -1.340], [-0.390, 0.388, 1.812], [-0.047, 0.318, -0.615], [-0.226, -0.055, -0.147], [0.060, 0.404, 0.001], [-0.896, -0.022, 0.384], [-0.435, -0.042, 0.548], [0.264, 0.080, -0.488], [0.030, 0.186, -0.455], [0.025, 0.132, -0.047], [-0.102, 0.956, -0.298], [-0.639, 0.341, 1.162], [0.986, 0.398, -0.193], [0.465, 0.048, -0.053], [0.253, -0.629, 0.410], [-0.100, -0.455, 0.295], [-0.540, -0.325, -0.477], [0.596, -0.174, -0.167], [-0.073, 0.020, -0.104], [-0.687, 0.019, 0.174], [-0.184, 0.168, -0.302], [0.077, -0.104, -0.394], [-0.929, 1.053, 0.402], [-0.468, -1.107, -2.040], [0.270, 0.343, 0.037], [0.708, -0.162, 0.894], [-0.145, -0.375, -0.302], [-0.062, -0.553, 0.041], [0.135, -0.049, 0.321], [0.201, 0.569, 0.134], [0.117, 0.268, -0.167], [-0.087, 0.088, 0.193], [-0.322, 0.001, 0.256], [0.532, -0.040, 0.177], [0.021, -0.621, -0.168], [0.540, -0.706, 0.255], [0.183, -0.297, -0.916], [-0.064, 1.125, 0.865], [0.167, -0.176, -0.018], [-0.177, 0.261, 0.043], [-0.045, -0.054, -0.030], [-0.446, -0.101, -0.476], [-0.065, -0.029, 0.060], [0.188, 0.339, 0.224], [-0.206, 0.087, -0.308], [-0.043, 0.243, 0.377], [1.393, 0.318, -1.043], [-0.214, -0.872, 1.205], [0.201, 0.592, -1.241], [-1.690, -0.099, 1.398], [-0.564, 0.191, -0.213], [0.728, -0.211, 0.294], [0.138, -0.694, -0.108], [0.114, -0.178, -0.303], [0.173, 0.013, 0.081], [-0.149, 0.047, 0.276], [0.030, 0.177, -0.117], [-0.257, 0.409, -0.317], [0.064, -0.784, 0.224], [-0.093, -1.365, 1.016], [1.427, 1.214, -0.885], [-0.479, -0.549, 1.324], [0.056, -0.162, -0.740], [-0.315, 0.360, -0.084], [-0.239, 0.434, -0.064], [-0.170, 0.451, -0.656], [-0.060, 0.326, -0.105], [-0.129, -0.228, 0.494], [0.224, -0.007, 0.069], [-0.401, 0.168, -0.513], [-0.423, -1.013, -0.754], [-0.380, 1.710, 0.007], [0.921, -0.108, 1.241], [0.779, -0.384, -0.401], [0.128, -0.204, -0.178], [-0.021, 0.030, -0.021], [-0.612, -0.329, 0.186], [-0.344, 0.472, 0.318], [0.049, -0.111, -0.085], [-0.089, 0.081, -0.046], [-0.094, 0.112, -0.116], [0.099, -0.206, -0.126], [0.102, -0.451, 1.076], [-0.425, 0.583, -0.103], [-1.662, 0.432, 1.685], [1.493, -0.125, -0.213], [-0.180, -0.396, -0.299], [-0.135, -0.288, -0.077], [-0.355, 0.600, -0.552], [0.218, -0.502, 0.273], [0.329, 0.368, -0.488], [-0.112, -0.563, 0.198], [0.600, 0.042, -0.306], [0.121, 0.368, -0.946], [0.147, 0.412, -0.312], [-0.196, -1.338, 0.845], [0.185, 0.048, -0.617], [-0.278, 0.660, -0.798], [0.239, -0.103, 0.003], [0.007, 0.135, -0.090], [-0.156, 0.028, -0.055], [0.086, -0.380, 0.266], [-0.066, 0.166, 0.632], [0.122, 0.061, 0.250], [-0.119, 0.390, -0.179], [0.092, -0.122, 0.019], [-1.251, 1.309, -0.364], [-1.367, -0.424, 0.877], [1.280, 1.343, 0.187], [1.241, -1.954, -0.115], [-0.346, -0.141, 0.052], [0.613, 0.113, 0.017], [0.469, -0.007, -0.326], [0.085, -0.017, 0.002], [0.338, -0.278, -0.218], [-0.128, 0.045, -0.658], [-0.562, 0.487, 0.569], [-0.379, -0.220, -0.345]],
  "lowdin_charge": [-0.02, -0.49, -0.03, -0.09, 0.08, 0.06, 0.07, 0.12, 0.07, 0.09, 0.08, 0.05, -0.03, -0.48, -0.05, -0.05, 0.07, 0.07, 0.06, 0.13, 0.07, 0.08, 0.06, 0.08, -0.05, -0.49, -0.04, -0.06, 0.08, 0.08, 0.08, 0.12, 0.07, 0.07, 0.06, 0.03, -0.03, -0.48, -0.03, -0.07, 0.09, 0.05, 0.07, 0.11, 0.06, 0.08, 0.08, 0.04, -0.03, -0.53, -0.06, -0.04, 0.06, 0.08, 0.09, 0.14, 0.06, 0.09, 0.07, 0.09, -0.03, -0.47, -0.02, -0.06, 0.06, 0.07, 0.08, 0.12, 0.07, 0.09, 0.06, 0.11, -0.05, -0.46, -0.04, -0.06, 0.08, 0.08, 0.08, 0.12, 0.07, 0.07, 0.05, 0.11, -0.05, -0.52, -0.04, -0.05, 0.09, 0.07, 0.07, 0.12, 0.08, 0.09, 0.07, 0.09, -0.05, -0.46, -0.02, -0.09, 0.07, 0.08, 0.08, 0.14, 0.08, 0.08, 0.06, 0.04, -0.05, -0.50, -0.06, -0.05, 0.07, 0.08, 0.07, 0.10, 0.06, 0.09, 0.08, 0.02, -0.03, -0.45, -0.05, -0.06, 0.07, 0.07, 0.05, 0.13, 0.07, 0.08, 0.06, 0.08, -0.03, -0.48, -0.05, -0.08, 0.09, 0.08, 0.06, 0.14, 0.07, 0.08, 0.08, 0.04, -0.04, -0.49, -0.04, -0.04, 0.08, 0.06, 0.08, 0.13, 0.07, 0.06, 0.06, 0.09, -0.05, -0.45, -0.02, -0.08, 0.08, 0.07, 0.07, 0.13, 0.06, 0.08, 0.07, 0.04],
  "spin_multiplicity": 1,
  "homo_ev": -9.210,
  "gap_ev": 9.4,
  "total_charge": 0,
  "e_tot_ev": -74033.51416,
  "lumo_ev": 0.195
}